#i
The following is a DFT calculation (ωB97M-V/def2-TZVPD) of a structure of composition C4H3LuO.

Calculated values
Net charge: +2
HOMO (alpha / beta) (eV): -16.4 / -16.4
Gap between HOMO and LUMO (alpha / beta) (eV): 4.6 / 4.6
LUMO (alpha / beta) (eV): -11.7669 / -11.7672

Last column: Löwdin charge in e.
Cartesian coordinates (Å):
C  0.2737  -2.7381  -1.0409  0.02
C  -0.3622  -1.8055  -1.4976  0.04
H  1.0605  -3.4242  -0.7447  0.10
H  -1.1071  -1.1290  -1.9008  0.10
C  0.1858  3.1819  0.7425  0.20
C  0.0341  2.0991  1.2901  -0.35
O  -0.0562  0.8794  1.5894  -0.32
Lu  -0.2081  -1.2555  1.1819  2.15
H  0.1794  4.1920  0.3801  0.07

#ii
The following is a DFT calculation (ωB97M-V/def2-TZVPD) of a structure of composition C4H3LuO.

Calculated values
Net charge: +2
HOMO (alpha / beta) (eV): -17.6 / -16.9
Gap between HOMO and LUMO (alpha / beta) (eV): 7.1 / 6.1
LUMO (alpha / beta) (eV): -10.4659 / -10.7955

Last column: Löwdin charge in e.
Cartesian coordinates (Å):
C  -2.1955  0.6886  -0.0302  0.21
C  -0.9686  0.2460  -0.2823  0.03
C  0.0902  -0.4299  -0.0632  0.08
C  1.2767  -1.0500  -0.0029  -0.18
O  2.4278  -0.4842  0.2664  -0.42
Lu  3.4682  1.3562  0.2758  1.87
H  -2.3554  1.5865  0.5713  0.12
H  -3.0673  0.2057  -0.4774  0.12
H  1.3238  -2.1189  -0.2575  0.16

Energy comparison, zero being the most stable, in eV: #i 1.683; #ii 0.000.

#i
The following is a DFT calculation (ωB97M-V/def2-TZVPD) of an isolated molecule of C2H5N3O2S.

Calculated values
Net charge: 0
Structure (SMILES): [H]/N=C(\NO)SC(N)=O
HOMO (eV): -9.3
Gap between HOMO and LUMO (eV): 9.7
LUMO (eV): 0.3782

Last column: Löwdin charge in e.
Cartesian coordinates (Å):
H  -3.3729  -0.7117  -0.7860  0.11
N  -2.5816  -1.2671  -0.2079  0.04
C  -1.5308  -0.5249  0.0143  -0.68
N  -1.3530  0.8372  -0.2649  -0.07
O  -0.7472  1.4986  0.8959  -0.15
S  0.1451  -1.1998  0.6085  0.92
C  1.5125  -0.0151  -0.0586  -0.65
N  2.7067  -0.7534  -0.0006  0.09
O  1.3043  1.1795  -0.2716  -0.01
H  -2.3342  1.2596  -0.0270  0.17
H  0.2020  1.6909  0.6763  0.03
H  3.3102  -0.1824  -0.5014  0.07
H  2.7389  -1.8115  -0.0770  0.13

#ii
The following is a DFT calculation (ωB97M-V/def2-TZVPD) of an isolated molecule of C2H5N3O2S.

Calculated values
Net charge: 0
Structure (SMILES): NC(=O)/C(=N/O)NS
HOMO (eV): -9.2
Gap between HOMO and LUMO (eV): 9.8
LUMO (eV): 0.6459

Last column: Löwdin charge in e.
Cartesian coordinates (Å):
N  1.0669  1.6873  -0.9845  0.18
C  0.0228  1.1859  -0.2464  -0.52
O  -0.9253  1.8617  0.0373  0.06
C  0.0774  -0.2260  0.1640  -0.36
N  1.2466  -0.7292  0.2896  0.05
O  1.1515  -2.0197  0.7780  -0.04
N  -1.0838  -0.8851  0.5808  -0.33
S  -2.5397  -0.7471  -0.3430  0.78
H  1.0193  2.7016  -1.1555  0.13
H  1.9206  1.2579  -0.9313  0.05
H  1.9733  -2.3898  0.5087  0.08
H  -0.8841  -1.8568  0.8281  0.07
H  -3.0454  0.1593  0.4742  -0.14

#iii
The following is a DFT calculation (ωB97M-V/def2-TZVPD) of an isolated molecule of C2H5N3O2S.

Calculated values
Net charge: 0
HOMO (alpha / beta) (eV): -9.1 / -9.1
Gap between HOMO and LUMO (alpha / beta) (eV): 8.4 / 8.4
LUMO (alpha / beta) (eV): -0.7011 / -0.7004

Last column: Löwdin charge in e.
Cartesian coordinates (Å):
C  0.4835  0.7578  0.6194  -0.60
C  0.0141  -1.5930  0.3150  -0.22
N  1.1763  0.6127  1.6326  0.11
N  -0.1374  -0.3503  -0.2159  -0.01
N  0.0749  1.9998  0.1546  0.10
O  3.0838  -1.8489  0.4760  -0.34
O  1.6612  -2.4339  2.4949  -0.35
S  1.8714  -1.7536  1.2482  0.83
H  -0.5407  -1.8574  1.1272  0.05
H  -0.0922  -2.3485  -0.5265  0.13
H  0.3422  -0.4309  -1.1026  0.12
H  -0.0463  2.8303  0.6600  0.07
H  -0.6124  1.9472  -0.6211  0.10

Energy comparison, zero being the most stable, in eV: #i 1.595; #ii 0.000; #iii 1.871.

#i
The following is a DFT calculation (ωB97M-V/def2-TZVPD) of a cluster of 2 separate species, C9H11O3 in total.

Calculated values
Net charge: -1
HOMO (eV): -3.5
Gap between HOMO and LUMO (eV): 7.0
LUMO (eV): 3.4701

Last column: Löwdin charge in e.
Cartesian coordinates (Å):
C  -0.1909  4.1658  1.2736  -0.10
C  -0.1723  0.0402  -0.1245  -0.44
C  0.1637  1.1127  -0.9920  -0.04
C  -0.2971  0.3740  1.2669  -0.04
C  0.0374  2.4314  -0.5660  -0.09
C  -0.3328  1.6918  1.6732  -0.10
C  -0.1285  2.7494  0.7763  -0.34
O  -0.3730  -1.1571  -0.5428  -0.13
H  -0.2834  -2.1581  -1.6417  0.05
H  0.4365  0.8934  -2.0174  0.10
H  -0.4435  -0.4813  1.9163  0.09
H  0.0036  3.2204  -1.3145  0.10
H  -0.4026  1.8998  2.7378  0.09
H  -0.3326  4.2670  2.3461  0.06
H  -1.0117  4.7114  0.7759  0.07
H  0.6655  4.7746  0.9544  0.06
C  0.4696  -4.1482  -0.2721  -0.01
C  0.2981  -4.0417  -1.7746  -0.61
O  -0.2834  -2.9677  -2.2820  0.06
O  0.6781  -4.9432  -2.5031  0.02
H  -0.4020  -4.6411  0.1565  0.08
H  0.5237  -3.1317  0.1248  0.06
H  1.3776  -4.6618  0.0289  0.07

#ii
The following is a DFT calculation (ωB97M-V/def2-TZVPD) of a cluster of 2 separate species, C9H11O3 in total.

Calculated values
Net charge: -1
HOMO (eV): -3.5
Gap between HOMO and LUMO (eV): 7.0
LUMO (eV): 3.5350

Last column: Löwdin charge in e.
Cartesian coordinates (Å):
C  0.8687  -1.6769  -3.1412  -0.10
C  -0.6379  1.1462  -0.3189  -0.52
C  -1.5246  0.3873  -1.1346  -0.03
C  0.7302  0.8952  -0.3857  -0.08
C  -1.0248  -0.5200  -2.0419  -0.10
C  1.2791  0.0231  -1.3527  -0.07
C  0.3486  -0.6833  -2.1689  -0.34
O  -0.9858  1.8857  0.6496  -0.15
H  -1.1550  1.4855  2.2742  0.12
H  -2.5514  0.5992  -1.1991  0.08
H  1.3424  1.8496  -0.0012  0.15
H  -1.6947  -0.9786  -2.7867  0.11
H  2.2806  0.2818  -1.7232  0.10
H  0.1614  -2.4704  -3.1648  0.06
H  1.9022  -2.0699  -2.9164  0.09
H  0.9952  -1.1309  -3.9926  0.03
C  0.2834  -0.3186  2.8818  0.04
C  -0.5118  0.6271  3.8518  -0.68
O  -1.2616  1.4454  3.3249  0.13
O  -0.3760  0.6680  5.0664  0.01
H  0.1354  -1.4176  3.1031  0.10
H  1.2873  0.0009  3.2413  0.09
H  0.1093  -0.0286  1.9349  -0.01

Energy comparison, zero being the most stable, in eV: #i 0.000; #ii 1.879.